60
Properties=species:S:1:pos:R:3 method="wB97M-V/def2-TZVPD" gap_ev=7.603
Ag -3.1632 0.0945 1.5822
Br -0.4412 0.1790 0.4546
C 4.8887 -1.4439 -0.4729
C 3.5324 -1.5381 -1.1323
C 2.6376 -2.6304 -0.5052
O 3.2190 -3.9254 -0.6013
C 3.1131 -4.4833 -1.8870
N 2.9008 -0.2359 -0.8524
H 4.7852 -1.2968 0.6104
H 5.4922 -0.5829 -0.7584
H 5.4666 -2.3670 -0.5661
H 3.6393 -1.6943 -2.2072
H 1.6338 -2.5923 -0.9413
H 2.5257 -2.3903 0.5542
H 3.9563 -4.1658 -2.5215
H 2.2296 -4.2528 -2.4896
H 3.2347 -5.5576 -1.7393
H 1.9186 -0.2539 -1.1092
H 2.9357 -0.0408 0.1402
C -1.8334 4.2941 3.6016
C -2.4143 3.4308 2.5028
C -2.0797 3.7389 1.0528
O -2.6506 4.9580 0.6845
C -2.6975 5.2238 -0.6969
N -2.2242 1.9751 2.8185
H -0.7446 4.2926 3.6872
H -2.3118 4.0394 4.5482
H -2.0900 5.3392 3.4007
H -3.4982 3.5977 2.5463
H -2.4214 2.8465 0.5081
H -0.9980 3.7825 0.8680
H -2.8241 6.2814 -0.9036
H -3.5225 4.6431 -1.1241
H -1.8087 4.8757 -1.2356
H -1.3115 1.7779 2.3908
H -2.0246 1.9770 3.8133
C -0.1718 0.6765 -4.0258
O -0.9119 -0.3142 -4.0201
N 0.1929 1.2847 -2.8552
N 0.5094 1.0879 -5.1254
H -0.3949 1.0805 -2.0602
H 0.9085 1.9821 -2.8591
H 1.0282 1.9391 -5.0718
H 0.3893 0.5191 -5.9439
C -1.5975 -3.5772 -1.9684
O -1.7407 -4.7240 -1.5444
N -2.0354 -2.4789 -1.2809
N -0.9909 -3.2892 -3.1532
H -2.2555 -2.6174 -0.3126
H -1.8048 -1.5563 -1.6029
H -0.6327 -4.0800 -3.6563
H -0.7812 -2.3525 -3.4621
C -1.3256 -1.2693 4.1891
O -2.4694 -0.9385 3.8520
N -0.3779 -1.6786 3.3151
N -0.9347 -1.2613 5.5072
H -0.3942 -1.3850 2.3462
H 0.4404 -2.0824 3.7226
H -1.6080 -1.1200 6.2375
H -0.0913 -1.7408 5.7524